This record from OMol25 describes the molecule C7H19NSi2 in a non-equilibrium geometry. The level of theory is the ωB97M-V functional and the def2-TZVPD basis.

```
29
Properties=species:S:1:pos:R:3
C 0.396 2.142 -1.436
C 0.683 0.648 -1.276
C -1.215 -2.784 -1.091
C -0.086 -3.787 0.772
C -0.677 4.151 0.908
C 0.735 0.795 1.814
C 0.140 -2.732 -0.367
N 0.154 -1.491 0.284
Si -1.003 2.777 -0.414
Si 1.262 -0.261 0.395
H 1.450 2.555 -1.130
H 0.094 2.445 -2.523
H -0.165 0.001 -1.613
H 1.400 0.319 -2.050
H -1.488 -1.782 -1.461
H -1.140 -3.272 -2.071
H -2.089 -3.227 -0.586
H 0.833 -4.173 0.982
H -0.780 -4.534 0.587
H -0.395 -3.159 1.567
H 0.246 3.714 1.411
H -0.249 5.060 0.565
H -1.271 4.380 1.768
H -0.389 0.813 1.829
H 0.971 0.450 2.767
H 1.226 1.836 1.794
H 1.061 -2.930 -1.058
H -2.414 2.325 -0.462
H 2.708 -0.278 0.095
```

Its net charge is 0. As for the multiplicity: 3. Its HOMO-LUMO gap (spin up / spin down) is 6.75 / 8.44 eV. Its total energy is -24807.44238 eV. Its expectation value of S² is 2.01. The HOMO energy (spin up / spin down) comes out at -5.82 / -9.42 eV.

---

This record from OMol25 describes a structure of composition C14H19Cl4NO2S2Sn in a non-equilibrium geometry. The level of theory is the ωB97M-V functional and the def2-TZVPD basis.

```
43
Properties=species:S:1:pos:R:3
Sn 0.000 -0.133 -0.078
S -0.074 1.413 -2.117
S 0.926 -0.971 2.153
C -0.909 0.500 -3.451
C 1.645 1.285 -2.510
C 2.345 0.029 -2.007
N 2.212 -0.058 -0.537
C 2.785 -1.265 0.096
C 2.589 -1.186 1.604
H 2.105 2.189 -2.094
H 1.709 1.333 -3.601
H 3.420 0.077 -2.255
H 1.918 -0.882 -2.442
H 3.861 -1.305 -0.140
H 2.288 -2.142 -0.338
H 3.142 -0.337 2.028
H 2.950 -2.104 2.075
C 0.293 -2.654 2.405
H 2.643 0.777 -0.115
H 0.543 -3.313 1.563
H -0.795 -2.615 2.561
H 0.786 -2.999 3.332
H -1.984 0.442 -3.226
H -0.485 -0.505 -3.591
H -0.754 1.119 -4.353
C -0.468 1.772 1.196
C 0.876 1.868 0.877
H -0.790 1.347 2.168
H -1.246 2.212 0.539
H 1.644 1.528 1.599
H 1.199 2.407 -0.034
Cl -6.984 0.491 0.026
C -5.407 0.124 0.455
C -5.120 -0.524 1.722
Cl -6.363 -0.918 2.775
C -3.793 -0.833 2.104
Cl -3.345 -1.562 3.531
C -2.739 -0.497 1.204
O -1.510 -0.726 1.432
C -3.028 0.155 -0.075
O -2.011 0.410 -0.800
C -4.368 0.467 -0.444
Cl -4.573 1.219 -1.914
```

The calculation puts the relative energy (zero: lowest compared OMol25 entry of this formula, charge and spin) at 3.111 eV. Its net charge is 0. As for the multiplicity: 1. Its HOMO-LUMO gap is 5.38 eV. Its total energy is -97999.15378 eV. The HOMO energy comes out at -5.80 eV.

---

This record from OMol25 describes a cluster of 4 separate species, C4H17NO3 in total in a non-equilibrium geometry. The level of theory is the ωB97M-V functional and the def2-TZVPD basis.

```
25
Properties=species:S:1:pos:R:3
C -0.982 0.964 0.465
N -0.507 -0.304 1.019
C 0.831 -0.719 0.670
C 1.293 -1.750 1.699
C -2.514 0.928 0.577
H -0.649 1.930 0.845
H -0.693 0.975 -0.602
H -0.659 -0.320 2.017
H 0.931 -1.160 -0.303
H 1.584 0.088 0.738
H 2.374 -1.803 1.855
H 0.927 -1.452 2.680
H 0.896 -2.755 1.582
H -2.788 0.677 1.616
H -2.999 0.215 -0.105
H -3.005 1.874 0.347
H 1.502 2.105 -0.707
H 3.057 2.225 -0.490
O 2.183 2.484 -0.153
H -1.209 -1.427 -1.090
H -0.067 -2.313 -1.376
O -0.551 -1.591 -1.788
H 0.441 -0.272 -2.713
H -0.004 0.768 -3.756
O 0.607 0.634 -3.030
```

The calculation puts the relative energy (zero: lowest compared OMol25 entry of this formula, charge and spin) at 0.804 eV. Its net charge is 0. As for the multiplicity: 1. Its HOMO-LUMO gap is 9.67 eV. Its total energy is -12055.94269 eV. The HOMO energy comes out at -8.99 eV.

---

Number 3 is which compound?
C4H17NO3

---

Among the records above, which one has the highest multiplicity?
C7H19NSi2